[1]
A structure of composition C49H35BrF3N10O4S2V in a non-equilibrium geometry. Source: OMol25; level of theory: ωB97M-V/def2-TZVPD.

Calculated values
- Relative energy (zero: lowest compared OMol25 entry of this formula, charge and spin): 4.61 kcal per mole
- DFT total energy: -200022.37185 eV

The geometry in ORCA input format:
```
! wB97M-V def2-TZVPD RIJCOSX def2/J DEFGRID3
* xyz 1 2
H 5.084 1.135 -3.906
H -1.029 6.227 -1.956
C 0.896 4.478 0.220
C -1.468 -3.782 0.543
F -2.668 1.015 5.849
C 0.950 0.471 3.961
C 4.890 3.226 0.000
H 5.050 1.109 0.206
C 0.831 0.299 2.607
C -3.369 -5.372 0.214
C -1.915 -3.375 4.362
H -0.997 -4.318 6.052
Br 4.624 6.042 -0.260
C -3.858 -4.472 3.469
V -0.741 0.582 -0.018
H -4.664 -4.511 2.747
H 1.864 0.205 4.470
C 6.188 1.837 -1.473
H -0.076 1.160 5.721
C 2.365 0.492 -1.977
H -2.624 -6.177 6.121
C 1.788 1.865 -3.704
H -0.656 -3.606 -0.166
C -2.177 -0.057 -2.781
S -2.607 1.546 1.484
H -4.463 -6.265 4.471
H 2.452 -1.775 0.562
H -5.012 -6.699 -0.142
H -1.150 -4.525 1.275
H 7.348 2.847 -2.952
C -4.536 -5.769 -0.423
C -0.135 1.005 4.651
H 1.006 2.413 -4.222
H -5.997 -5.291 -1.918
H -4.596 1.753 -3.128
H -3.473 2.134 -0.876
H -2.938 -5.994 0.990
N -0.286 0.641 1.951
H -3.839 -2.577 1.625
H -2.165 -1.200 -5.228
C -5.089 -4.978 -1.420
N -0.350 -1.598 -2.442
H 3.348 2.432 -5.095
C -2.429 1.866 4.830
C 0.900 3.006 0.422
N 1.418 1.201 -2.640
N -0.644 -2.578 -5.028
C -1.296 1.339 3.984
C -1.798 -4.364 5.326
H 0.919 -3.848 -4.579
C -2.712 -5.408 5.365
H -2.822 -2.462 -1.417
H -1.208 -2.552 4.346
H 1.641 -0.098 2.014
C 3.111 1.880 -4.196
N 6.700 0.589 -1.960
H 2.350 5.267 1.597
C -1.414 -1.607 -4.564
F -2.103 3.047 5.381
O -1.435 3.317 -2.080
C -3.164 1.432 -1.629
C 6.177 4.222 -1.786
C 2.807 -1.149 -0.248
C -1.268 -1.116 -3.265
O -1.798 -1.147 0.408
S -1.511 -2.217 1.462
C 5.289 4.338 -0.729
C 6.645 2.967 -2.139
O 1.734 2.376 1.036
C -0.661 3.453 -1.160
C -1.351 1.169 2.590
H 6.509 5.102 -2.319
N -0.161 2.446 -0.317
N -2.126 0.611 -1.577
C 1.963 -0.260 -0.838
C -0.293 6.032 -1.188
C -3.063 -2.364 2.361
H -3.224 -1.365 2.772
C -0.039 4.748 -0.755
C -2.945 -3.424 3.423
C -2.742 -4.182 -0.142
C -3.744 -5.458 4.439
C 4.067 1.164 -3.539
H 1.203 -2.943 -2.254
H -4.886 -3.173 -2.566
C 0.433 7.056 -0.586
H 4.227 3.335 0.847
N 6.000 -0.424 -1.968
C 4.149 -1.220 -0.666
C 0.434 -2.560 -2.917
C 3.711 0.433 -2.382
C -4.468 -3.789 -1.781
H 0.265 8.081 -0.891
H 1.922 7.602 0.855
O 0.695 -0.069 -0.391
C 1.374 6.784 0.405
C -3.301 -3.393 -1.146
C 5.341 1.973 -0.376
H 4.842 -1.884 -0.167
F -3.574 2.026 4.172
N -3.186 0.320 -3.525
C 0.285 -3.055 -4.203
N -3.797 1.253 -2.772
C 1.625 5.481 0.824
C 4.619 -0.375 -1.634
*
```


[2]
A structure of composition C49H35Cl6GeN2O6PSTc in a non-equilibrium geometry. Source: OMol25; level of theory: ωB97M-V/def2-TZVPD.

Calculated values
- Relative energy (zero: lowest compared OMol25 entry of this formula, charge and spin): 0.00 kcal per mole
- DFT total energy: -220607.72805 eV

The geometry in ORCA input format:
```
! wB97M-V def2-TZVPD RIJCOSX def2/J DEFGRID3
* xyz 1 1
H -0.180 2.872 1.423
C -0.450 -0.292 -6.027
C 2.120 -3.272 1.843
H -5.177 -2.573 4.576
H 4.831 0.336 -3.829
C -1.941 0.155 3.816
H 1.573 -2.683 2.561
H -1.835 -0.074 -2.949
C -1.126 -0.337 -3.723
Ge -2.192 -2.419 -0.385
H 7.396 -0.659 -0.536
Cl 1.259 2.599 -1.861
C -1.380 -0.006 -5.038
C 3.847 -0.219 -2.010
C 2.198 -4.646 1.998
H -5.209 -1.661 -5.273
C -5.220 -1.956 2.521
C 5.287 -0.760 -0.160
C 2.890 -5.414 1.070
C -1.132 -7.036 -0.586
H 7.109 0.095 -2.884
C -0.536 -1.257 -0.479
C 6.401 -0.521 -0.949
H -2.829 -3.358 4.479
O 0.205 0.477 -8.236
C -4.663 -1.799 -4.346
C -4.509 -1.863 1.329
C 2.757 -2.647 0.765
C -3.050 -3.021 -3.041
C -3.298 -2.935 3.597
C -4.169 -1.103 -2.093
H -1.561 -3.213 2.364
Cl -1.982 1.386 -0.457
C 0.059 -0.989 -3.412
C -1.600 -4.277 -0.435
H 1.909 -1.831 -4.133
H 0.927 -6.510 -0.876
H 0.544 -4.101 -0.710
S 0.598 -1.450 -1.774
H 3.958 -0.249 2.349
Cl -1.883 -0.270 5.477
C -3.186 -2.301 1.263
C 0.746 2.655 1.934
H -3.599 -3.525 -5.054
Cl -4.449 1.994 1.307
C -0.306 -4.768 -0.629
C 3.498 -4.808 -0.022
C 6.239 -0.113 -2.269
O 2.203 3.033 -2.833
C -2.020 0.833 1.194
C -2.420 -6.561 -0.368
C -3.757 -2.847 -4.225
C -0.890 0.158 1.616
O 1.961 1.577 -0.933
C -4.873 -0.930 -3.279
C -3.104 1.165 1.983
N 3.085 -0.054 1.893
C 1.270 3.531 2.840
H 0.755 4.458 3.055
O 0.157 1.904 -2.483
H -2.308 0.484 -5.314
Cl -4.376 1.222 4.353
C 3.097 2.012 3.144
C -3.067 0.816 3.323
H -6.246 -1.613 2.564
H 2.952 -6.490 1.197
H -3.247 -7.254 -0.261
C -2.586 -2.841 2.407
H 3.926 -2.962 -1.023
C 2.507 1.161 2.213
C 0.996 -1.299 -4.391
H 4.034 -5.405 -0.752
O -1.925 0.018 -7.856
O 0.782 3.668 -1.032
H 4.038 1.730 3.603
H -0.950 -8.104 -0.655
P 2.620 -0.871 0.479
H 1.455 -1.198 -6.482
N 1.343 1.481 1.617
H -4.325 -0.401 -1.276
C -3.244 -2.144 -1.972
C -0.872 -0.156 2.971
C -4.616 -2.493 3.652
H 1.709 -5.123 2.844
H -5.587 -0.118 -3.371
H 2.863 -0.105 -2.443
H 2.924 3.863 4.183
C -2.650 -5.194 -0.292
C -0.079 -6.142 -0.711
H -5.005 -1.469 0.447
C 0.739 -0.937 -5.708
C 3.431 -3.428 -0.180
C -0.807 0.076 -7.440
C 3.998 -0.591 -0.678
H -3.665 -4.836 -0.123
Cl 0.511 -0.912 3.698
C 4.964 0.023 -2.799
H 5.433 -1.113 0.859
Tc 0.587 0.241 0.049
H -2.346 -3.843 -2.952
H 1.015 0.582 -7.729
C 2.474 3.194 3.458
*
```


[3]
A structure of composition C49H36N4O4PtS. Source: OMol25; level of theory: ωB97M-V/def2-TZVPD.

Calculated values
- Relative energy (zero: lowest compared OMol25 entry of this formula, charge and spin): 0.00 kcal per mole
- DFT total energy: -79629.62394 eV

The geometry in ORCA input format:
```
! wB97M-V def2-TZVPD RIJCOSX def2/J DEFGRID3
* xyz -1 2
C 5.917 -5.015 0.103
C 0.341 2.921 2.052
C 3.874 -4.127 -1.525
C 1.362 -4.150 0.686
C 4.859 -0.771 -0.476
H 3.172 3.701 -2.172
H -3.485 1.639 3.233
H -6.233 -6.867 5.334
O 6.988 6.197 -1.823
C -0.729 2.531 2.927
C 3.688 1.058 0.111
H 7.174 5.000 0.396
C 1.839 -2.802 0.646
H 2.228 5.016 0.321
C 5.075 -4.006 0.528
C 4.049 3.985 -1.604
C 3.324 2.382 0.182
C -4.411 -4.911 3.503
H 5.589 -1.470 -0.849
C 1.729 4.195 0.809
C 0.599 4.241 1.586
C -4.071 -4.898 2.157
C 5.403 3.775 0.349
H -1.502 7.783 6.993
S 3.032 -1.631 3.851
C -2.711 0.924 3.018
H 0.453 4.824 3.884
C -0.472 4.585 4.378
C 6.058 5.286 -1.400
O -5.435 -5.738 3.870
Pt 1.106 0.050 1.385
C -0.157 -2.760 1.572
C 5.733 -5.599 -1.147
C 3.581 -1.145 0.096
C 3.123 -2.454 0.184
H -3.493 3.687 6.534
C 4.705 -5.154 -1.966
H -0.272 6.319 5.593
H 7.596 7.499 -3.223
C -2.733 -3.241 3.897
C 6.292 4.705 -0.158
C -0.870 5.439 5.396
H 4.537 -5.589 -2.941
H 6.741 6.089 -3.885
C 6.763 6.817 -3.069
C -3.077 -4.053 1.690
H 1.890 -5.013 0.317
C 6.565 -7.075 -2.805
N 1.244 2.069 1.480
H 5.827 7.382 -3.073
C 4.915 0.577 -0.474
C -2.860 -0.405 2.802
H -2.870 -4.050 0.626
C -1.620 6.931 7.671
C 4.035 -3.538 -0.279
H -2.775 2.185 4.809
H -4.604 -5.553 1.478
H -3.958 -4.058 5.439
C -3.728 -4.075 4.383
C 4.269 3.394 -0.369
C -1.179 3.421 4.011
C -2.394 -3.193 2.544
H 4.724 5.364 -3.093
H -4.621 -6.227 5.719
N 0.914 -1.971 1.179
C 4.930 4.927 -2.126
H -6.041 -5.156 5.774
C 0.130 -4.116 1.273
O -2.495 5.958 7.149
H -0.501 -4.974 1.434
H 6.726 -5.373 0.728
C 2.283 -0.291 3.881
H 5.645 -7.627 -3.020
H 5.704 1.213 -0.842
H 6.657 -6.251 -3.518
O 6.596 -6.611 -1.473
C -1.994 5.155 6.153
C -2.253 3.123 4.884
H 5.583 3.330 1.320
H -2.060 7.283 8.602
C -1.583 -0.909 2.383
H 5.218 -3.555 1.503
H 7.415 -7.743 -2.918
N -0.704 0.149 2.275
C -5.582 -6.000 5.251
H -3.763 -0.988 2.862
N 2.903 -0.023 0.468
C -1.326 1.258 2.749
H -0.631 6.511 7.877
H 3.076 -3.777 -2.169
C -1.322 -2.252 2.138
H -2.195 -2.609 4.595
C -2.659 3.963 5.900
C 2.131 2.845 0.768
H -0.008 5.104 1.796
*
```


[4]
A structure of composition C49H36OP2RhS2. Source: OMol25; level of theory: ωB97M-V/def2-TZVPD.

Calculated values
- DFT total energy: -96683.88867 eV

The geometry in ORCA input format:
```
! wB97M-V def2-TZVPD RIJCOSX def2/J DEFGRID3
* xyz 2 6
C 4.386 -0.648 0.652
C -2.224 0.299 0.722
C 0.935 3.079 -3.671
C -0.462 -1.811 -2.420
C 0.923 3.082 1.990
S 0.845 -0.922 -1.634
C 2.321 1.775 -0.487
C 0.606 0.764 -2.133
C -3.534 -3.902 -2.207
C 2.514 4.890 -3.429
H 5.899 0.366 4.064
C 3.317 2.819 -0.287
H 0.066 1.388 5.365
C -1.663 -1.934 2.497
H 0.010 4.833 2.820
C -1.532 -3.773 4.049
H -4.760 -4.432 -0.532
C -1.060 -2.785 -4.575
C -0.129 2.163 -3.988
C -2.157 -1.578 4.825
C 2.616 3.885 -2.315
H -0.522 3.759 4.977
C 1.381 4.346 -4.345
C 1.275 1.753 2.215
Rh 0.988 -1.312 0.645
C -2.398 -3.170 -2.615
H 3.972 -0.918 -0.315
H -4.182 3.597 0.319
H 3.939 2.777 0.598
H 1.155 3.559 1.046
C 1.873 -2.680 1.707
H -5.370 1.528 0.966
H 1.746 4.139 -5.355
H -2.454 -0.919 5.630
H 4.209 4.604 -0.992
H 1.191 0.090 3.590
C 0.946 1.136 3.427
C -4.301 1.507 0.797
H -1.344 -4.819 4.252
H -2.796 -5.098 -5.086
H -1.093 0.362 -3.466
C 3.685 0.207 1.510
H 0.702 -1.617 -4.183
C 0.307 1.859 4.420
C 1.543 1.739 -1.657
C -0.025 3.192 4.200
C -1.916 -2.920 5.080
P 2.050 0.731 0.955
H 7.131 -1.161 2.564
C -2.031 -2.364 -0.384
H -1.744 3.560 -0.073
H -0.831 -2.918 -5.625
H 0.563 5.062 -4.461
C 5.625 -1.137 1.034
H 6.173 -1.795 0.372
H 3.692 1.245 3.399
C 4.226 0.572 2.741
C -1.558 1.466 0.361
P -1.329 -1.262 0.863
H -5.169 -4.354 -3.536
C 3.464 3.837 -1.169
C 0.276 3.798 2.989
H -4.113 -5.708 -3.212
C -2.263 2.652 0.211
C -4.126 -4.632 -3.385
H -2.214 -0.029 3.340
H -1.088 -3.944 1.960
C -2.026 -1.078 3.537
C -1.394 -3.282 2.762
C -3.604 0.321 0.941
C 5.469 0.077 3.113
H -2.025 -3.306 6.085
C -0.293 1.051 -3.238
H -0.802 2.352 -4.817
S 2.491 -3.396 2.879
H -3.454 -3.068 1.026
C 1.694 2.866 -2.525
C -2.161 -3.352 -3.995
C 6.162 -0.779 2.266
H 3.461 4.993 -3.964
H 2.281 5.884 -3.037
C -1.592 -2.396 -1.753
C -3.141 -3.099 -0.010
C -3.903 -3.879 -0.896
H -3.795 -3.688 -5.347
C -3.232 -4.232 -4.587
H -4.129 -0.585 1.223
C -3.631 2.672 0.431
O 2.154 -1.375 -2.160
C -0.208 -2.030 -3.759
H -0.489 1.453 0.207
*
```


[5]
A structure of composition C49H37HgN2O4S3. Source: OMol25; level of theory: ωB97M-V/def2-TZVPD.

Calculated values
- DFT total energy: -99263.62426 eV

The geometry in ORCA input format:
```
! wB97M-V def2-TZVPD RIJCOSX def2/J DEFGRID3
* xyz 0 2
H -2.116 7.008 2.141
C 3.899 1.837 -3.172
O 2.100 2.330 0.216
C -1.662 6.024 2.122
C 4.756 2.239 -0.954
H -5.065 -1.443 2.323
H -0.421 6.398 0.416
C 3.255 -1.914 0.270
H -0.323 -2.385 1.638
H -1.858 -6.776 -0.670
O -2.551 0.382 0.343
C -2.154 -4.794 0.092
C 1.731 -5.085 -0.929
N -1.267 1.533 3.773
H -3.985 4.614 5.828
C -2.781 -3.992 -0.862
H 3.066 1.620 -3.827
C -1.803 2.789 3.981
C -0.684 0.436 -4.459
S -1.321 0.368 4.870
H -3.425 6.356 4.165
H -2.664 1.292 -4.361
C -2.706 3.124 4.968
C 2.411 -2.825 -0.417
C -1.442 3.804 3.038
H 7.957 1.664 -3.963
H -5.635 -1.191 6.558
H -0.109 -2.870 -2.720
C -2.037 0.576 -2.461
H -3.480 -4.441 -1.558
C -0.163 4.409 1.219
O -1.204 0.834 6.229
C -2.411 -6.272 0.125
H -2.813 -0.461 2.565
H -3.468 -6.494 -0.023
C -2.957 -0.312 4.701
S 2.072 1.683 -1.130
H 7.606 3.375 -4.157
H 4.565 2.359 0.104
H -2.983 2.391 5.708
C 0.779 -4.592 -1.845
H -3.355 -0.216 6.792
C -5.015 -1.042 5.684
C 2.193 -0.084 -0.858
O -0.403 -0.649 4.411
C 0.636 0.252 -6.476
H 2.568 -0.691 -6.252
C -1.628 -2.072 -0.032
C -0.511 0.643 -5.848
N -0.508 3.511 2.103
C -5.486 -1.389 4.429
H 0.754 0.411 -7.540
C 6.244 2.336 -2.858
H 2.332 -1.047 -3.839
C -4.692 -1.189 3.305
C -2.973 5.375 4.123
H -3.024 -2.018 -1.667
H 8.337 2.793 -2.661
C -1.275 -4.204 0.991
C -3.425 -0.650 3.438
H 5.323 1.974 -4.760
C 3.164 -0.577 0.042
S -1.288 -0.326 0.021
C 2.526 -4.223 -0.233
H 3.803 0.122 0.566
C -2.528 -2.636 -0.930
H -6.478 -1.807 4.319
C 7.611 2.556 -3.437
H 3.262 -4.597 0.468
H 1.830 -6.152 -0.783
H -2.100 -6.706 1.073
H 0.617 4.124 0.525
C -1.009 -2.844 0.935
C 1.539 -0.570 -4.399
C -2.039 5.080 3.102
H -0.791 -4.812 1.745
C -0.997 -0.041 -1.737
H -1.311 1.113 -6.406
C 3.711 1.916 -1.801
H -2.934 0.859 -1.927
C -3.744 -0.498 5.824
C -0.734 5.697 1.176
Hg 0.474 1.258 2.300
C 0.362 -0.165 -3.720
H 3.975 -2.301 0.979
C -3.278 4.408 5.035
C 5.167 2.037 -3.690
C -1.876 0.815 -3.793
C 1.440 -2.330 -1.316
C 6.018 2.442 -1.490
H 0.156 -5.283 -2.397
C 1.669 -0.369 -5.743
C 0.632 -3.248 -2.031
C 0.198 -0.366 -2.320
C 1.311 -0.914 -1.493
H 6.842 2.695 -0.835
*
```


What is the formula in the first record? C49H35BrF3N10O4S2V


Repeat the third record exactly.
A structure of composition C49H36N4O4PtS. Source: OMol25; level of theory: ωB97M-V/def2-TZVPD.

Calculated values
- Relative energy (zero: lowest compared OMol25 entry of this formula, charge and spin): 0.00 kcal per mole
- DFT total energy: -79629.62394 eV

The geometry in ORCA input format:
```
! wB97M-V def2-TZVPD RIJCOSX def2/J DEFGRID3
* xyz -1 2
C 5.917 -5.015 0.103
C 0.341 2.921 2.052
C 3.874 -4.127 -1.525
C 1.362 -4.150 0.686
C 4.859 -0.771 -0.476
H 3.172 3.701 -2.172
H -3.485 1.639 3.233
H -6.233 -6.867 5.334
O 6.988 6.197 -1.823
C -0.729 2.531 2.927
C 3.688 1.058 0.111
H 7.174 5.000 0.396
C 1.839 -2.802 0.646
H 2.228 5.016 0.321
C 5.075 -4.006 0.528
C 4.049 3.985 -1.604
C 3.324 2.382 0.182
C -4.411 -4.911 3.503
H 5.589 -1.470 -0.849
C 1.729 4.195 0.809
C 0.599 4.241 1.586
C -4.071 -4.898 2.157
C 5.403 3.775 0.349
H -1.502 7.783 6.993
S 3.032 -1.631 3.851
C -2.711 0.924 3.018
H 0.453 4.824 3.884
C -0.472 4.585 4.378
C 6.058 5.286 -1.400
O -5.435 -5.738 3.870
Pt 1.106 0.050 1.385
C -0.157 -2.760 1.572
C 5.733 -5.599 -1.147
C 3.581 -1.145 0.096
C 3.123 -2.454 0.184
H -3.493 3.687 6.534
C 4.705 -5.154 -1.966
H -0.272 6.319 5.593
H 7.596 7.499 -3.223
C -2.733 -3.241 3.897
C 6.292 4.705 -0.158
C -0.870 5.439 5.396
H 4.537 -5.589 -2.941
H 6.741 6.089 -3.885
C 6.763 6.817 -3.069
C -3.077 -4.053 1.690
H 1.890 -5.013 0.317
C 6.565 -7.075 -2.805
N 1.244 2.069 1.480
H 5.827 7.382 -3.073
C 4.915 0.577 -0.474
C -2.860 -0.405 2.802
H -2.870 -4.050 0.626
C -1.620 6.931 7.671
C 4.035 -3.538 -0.279
H -2.775 2.185 4.809
H -4.604 -5.553 1.478
H -3.958 -4.058 5.439
C -3.728 -4.075 4.383
C 4.269 3.394 -0.369
C -1.179 3.421 4.011
C -2.394 -3.193 2.544
H 4.724 5.364 -3.093
H -4.621 -6.227 5.719
N 0.914 -1.971 1.179
C 4.930 4.927 -2.126
H -6.041 -5.156 5.774
C 0.130 -4.116 1.273
O -2.495 5.958 7.149
H -0.501 -4.974 1.434
H 6.726 -5.373 0.728
C 2.283 -0.291 3.881
H 5.645 -7.627 -3.020
H 5.704 1.213 -0.842
H 6.657 -6.251 -3.518
O 6.596 -6.611 -1.473
C -1.994 5.155 6.153
C -2.253 3.123 4.884
H 5.583 3.330 1.320
H -2.060 7.283 8.602
C -1.583 -0.909 2.383
H 5.218 -3.555 1.503
H 7.415 -7.743 -2.918
N -0.704 0.149 2.275
C -5.582 -6.000 5.251
H -3.763 -0.988 2.862
N 2.903 -0.023 0.468
C -1.326 1.258 2.749
H -0.631 6.511 7.877
H 3.076 -3.777 -2.169
C -1.322 -2.252 2.138
H -2.195 -2.609 4.595
C -2.659 3.963 5.900
C 2.131 2.845 0.768
H -0.008 5.104 1.796
*
```


Among the records above, which one has the lowest DFT total energy? C49H35Cl6GeN2O6PSTc


DFT total energy of number 5 (C49H37HgN2O4S3)? -99263.62426 eV